(1)
ORCA calculation (ωB97M-V with the def2-TZVPD basis set) on a molecular structure, C20H55Cu4N5O9S at a distorted geometry.

XYZ file:
```
94
Properties=species:S:1:pos:R:3:lowdin_charge:R:1
Cu 14.1784 15.3003 1.8955 0.684
Cu 11.5190 13.8318 3.8214 0.561
Cu 12.7699 17.9391 5.0749 0.525
Cu 12.3279 15.4107 -0.7259 0.728
S 11.6394 16.4242 2.7120 0.300
O 12.7394 15.9619 3.5959 -0.367
O 10.4561 15.6323 2.9957 -0.306
O 11.4082 17.8191 3.1293 -0.355
O 12.1710 16.3347 1.3471 -0.369
C 11.5556 21.8862 3.7312 -0.049
C 12.7058 21.4465 2.8267 -0.400
C 13.9041 22.3205 3.1689 -0.227
O 13.6823 23.5877 2.5986 -0.175
C 14.8493 24.3924 2.6264 -0.090
N 12.9751 20.0723 3.2846 0.043
H 11.3994 22.9576 3.5739 0.088
H 11.8308 21.9233 4.7865 0.085
H 10.6908 21.2547 3.5431 0.060
H 12.4458 21.5158 1.7683 0.136
H 14.7816 21.8641 2.6909 0.118
H 14.0485 22.3370 4.2526 0.136
H 15.7503 23.7789 2.5960 0.085
H 14.8168 25.1028 3.4556 0.093
H 14.8615 25.0445 1.7504 0.089
H 12.3187 19.3697 2.9857 0.002
H 13.7740 19.7146 2.7562 0.055
C 6.8318 11.9043 2.3886 -0.052
C 7.9241 12.8089 2.9784 -0.421
C 8.6856 12.0951 4.0944 -0.129
O 9.5922 12.8757 4.9847 -0.247
C 9.9631 12.0513 6.0862 -0.093
N 8.7779 13.2608 1.8847 0.055
H 7.2995 11.0709 1.8584 0.084
H 6.2909 12.4843 1.6434 0.083
H 6.1371 11.4815 3.1133 0.086
H 7.3389 13.6708 3.3068 0.146
H 9.3260 11.3489 3.6170 0.131
H 7.9690 11.6537 4.7877 0.132
H 9.1057 11.9530 6.7562 0.106
H 10.7204 12.5313 6.7048 0.088
H 10.2997 11.0926 5.6883 0.099
H 9.0871 14.1704 2.1565 0.009
H 9.6434 12.7441 1.7392 0.066
C 10.3177 15.5961 6.5156 -0.044
C 10.3408 16.9339 7.2309 -0.382
C 11.2502 17.0134 8.4650 -0.197
O 10.9335 16.1201 9.5052 -0.172
C 9.6209 16.2594 10.0308 -0.085
N 10.7744 17.9334 6.2009 0.051
H 10.0895 14.7947 7.2199 0.084
H 11.2903 15.4220 6.0426 0.071
H 9.5194 15.5568 5.7746 0.078
H 9.3038 17.1845 7.4581 0.138
H 11.1501 18.0101 8.9208 0.130
H 12.3196 16.9785 8.2490 0.128
H 8.8547 16.3670 9.2578 0.075
H 9.5545 17.2052 10.5764 0.098
H 9.3129 15.4102 10.6331 0.097
H 9.9958 17.9104 5.5366 0.037
H 10.7013 18.8442 6.6495 0.102
C 14.8857 20.1054 -0.9299 -0.036
C 13.7532 19.2439 -0.3754 -0.421
C 13.0499 18.4358 -1.4880 -0.144
O 11.7345 17.8920 -1.1479 -0.242
C 10.7885 18.8733 -0.7218 -0.062
N 14.2919 18.3933 0.6585 0.056
H 14.5969 20.6153 -1.8535 0.088
H 15.7294 19.4439 -1.1326 0.087
H 15.2075 20.9826 -0.3683 0.085
H 13.0242 19.9413 0.0357 0.121
H 13.5735 17.5425 -1.8561 0.120
H 12.9628 18.9798 -2.4338 0.134
H 10.9839 18.9902 0.3473 0.075
H 9.7476 18.5788 -0.8405 0.087
H 10.9067 19.8194 -1.2522 0.113
H 14.8442 17.6383 0.2402 0.075
H 13.5215 17.8136 0.9681 0.012
C 8.2147 19.7740 2.5215 -0.038
C 7.8013 18.3655 2.9489 -0.374
C 7.8539 17.3831 1.7355 -0.212
O 6.6460 17.5581 1.0151 -0.160
C 6.6884 16.8076 -0.1963 -0.093
N 8.7536 17.9225 3.9756 0.022
H 8.2097 20.5478 3.2851 0.081
H 7.5226 20.0374 1.7191 0.087
H 9.2168 19.6784 2.0965 0.058
H 6.8107 18.2655 3.3919 0.146
H 7.8003 16.4083 2.2382 0.106
H 8.7811 17.3345 1.1555 0.110
H 5.7577 16.8546 -0.7591 0.094
H 6.8687 15.7528 0.0293 0.083
H 7.4531 17.1827 -0.8832 0.076
H 8.9104 16.9163 3.9072 0.036
H 9.6947 18.0855 3.5551 0.025
```

Its energy is -236883.51347 eV. As for the LUMO energy: -8.76 eV. As for the HOMO energy: -13.344 eV. The value obtained for the relative energy (zero: lowest compared OMol25 entry of this formula, charge and spin) is 142.95 kJ/mol. Its total charge is +2. The HOMO-LUMO gap is 4.585 eV.


(2)
ORCA calculation (ωB97M-V with the def2-TZVPD basis set) on C18H22O5 in the gas phase.

XYZ file:
```
45
Properties=species:S:1:pos:R:3:lowdin_charge:R:1
C 0.7011 1.3640 2.3927 -0.043
C 1.9604 1.8319 1.6872 -0.208
O 2.7919 0.6973 1.4408 0.002
C 3.7429 0.8195 0.5137 -0.509
O 3.9560 1.8387 -0.0926 0.107
C 4.4502 -0.4968 0.2902 -0.058
C 3.8602 -1.1580 -0.9732 -0.104
C 2.3606 -1.1408 -0.8686 -0.104
C 1.5471 -0.2644 -1.5154 -0.133
C 2.0775 0.6710 -2.5589 -0.008
C 0.1478 -0.2230 -1.1542 -0.102
C -0.7630 0.7251 -1.6292 -0.012
C -2.0744 0.7371 -1.2129 -0.007
C -2.5350 -0.2099 -0.2968 -0.221
O -3.8048 -0.2809 0.1676 -0.044
C -4.7659 0.6522 -0.2878 -0.254
C -6.0822 0.3246 0.3995 -0.061
C -1.6534 -1.1676 0.2154 -0.117
C -2.1463 -2.1686 1.2131 -0.003
C -0.3267 -1.1575 -0.2140 -0.150
O 0.4922 -2.0916 0.3256 0.132
C 1.8298 -2.1121 0.0800 -0.400
O 2.4905 -2.9529 0.6449 0.123
H 0.0745 2.2200 2.6262 0.080
H 0.9617 0.8497 3.3135 0.082
H 0.1434 0.6798 1.7583 0.062
H 2.5181 2.5451 2.3047 0.130
H 1.7281 2.3142 0.7308 0.123
H 5.5164 -0.3213 0.1521 0.127
H 4.2793 -1.1444 1.1486 0.121
H 4.2063 -0.6235 -1.8548 0.111
H 4.2074 -2.1916 -1.0119 0.126
H 2.5505 1.5324 -2.0881 0.090
H 2.8266 0.1729 -3.1694 0.087
H 1.2898 1.0202 -3.2180 0.072
H -0.4422 1.4830 -2.3245 0.107
H -2.7384 1.4908 -1.6045 0.104
H -4.8783 0.5770 -1.3780 0.127
H -4.4502 1.6738 -0.0351 0.127
H -6.8516 1.0192 0.0753 0.077
H -6.3876 -0.6881 0.1521 0.079
H -5.9661 0.3972 1.4773 0.079
H -1.3287 -2.7878 1.5667 0.082
H -2.6088 -1.6553 2.0541 0.090
H -2.9069 -2.8007 0.7577 0.092
```

Its energy is -29261.52444 eV. Its structure (SMILES) is CCOC(=O)CCc1c(C)c2ccc(OCC)c(C)c2oc1=O. As for the LUMO energy: 0.32 eV. As for the HOMO energy: -8.249 eV. The value obtained for the relative energy (zero: lowest compared OMol25 entry of this formula, charge and spin) is 0.00 kJ/mol. Its total charge is 0. The HOMO-LUMO gap is 8.568 eV.


(3)
ORCA calculation (ωB97M-V with the def2-TZVPD basis set) on a molecular structure, C38H61ClI4N3O6Rb at a distorted geometry.

XYZ file:
```
114
Properties=species:S:1:pos:R:3:lowdin_charge:R:1
Rb 13.9617 12.8668 13.5077 0.639
C 14.2540 10.6146 16.7870 -0.096
N 12.9549 10.6819 16.0667 -0.247
C 11.9979 11.5604 16.8321 -0.075
C 12.2536 9.4582 15.7192 -0.241
C 12.8387 8.5384 14.7153 -0.192
N 11.9968 8.2347 13.5388 -0.119
C 12.7534 7.3790 12.6046 -0.162
C 12.9778 7.8200 11.2227 -0.133
C 12.5244 6.9897 10.1759 -0.020
C 12.9221 7.1620 8.8478 -0.203
C 13.8954 8.1746 8.6162 -0.023
C 14.2676 9.1141 9.5458 -0.104
C 13.7463 9.0248 10.9158 -0.360
O 14.0930 9.8424 11.7930 -0.107
C 14.9410 10.4508 9.1363 -0.487
C 16.1565 10.6851 10.0926 -0.059
C 15.5784 10.2882 7.7264 -0.087
C 13.8857 11.5930 9.1575 -0.030
C 12.3932 6.3563 7.6594 -0.541
C 13.3236 5.1604 7.2611 -0.068
C 11.0397 5.7333 8.0237 -0.091
C 12.1271 7.2148 6.3698 -0.062
C 10.5713 8.0444 13.7269 -0.149
C 9.6194 8.8493 12.8453 -0.111
C 8.9751 8.1444 11.8586 -0.037
C 7.9432 8.7059 11.1076 -0.218
C 7.5242 10.0108 11.4054 -0.020
C 8.0122 10.7924 12.4747 -0.100
C 9.2478 10.2604 13.1130 -0.336
O 9.9728 10.9465 13.8622 -0.069
C 7.3420 12.1033 12.8148 -0.532
C 7.3866 13.1076 11.6378 -0.066
C 7.9122 12.8003 14.0902 -0.069
C 5.8011 11.8908 13.0522 -0.071
C 7.2314 7.9972 9.9664 -0.562
C 5.7074 7.8419 10.1973 -0.065
C 7.8080 6.6453 9.7711 -0.105
C 7.4311 8.8139 8.6328 -0.050
H 14.1660 10.1779 17.8121 0.077
H 14.6922 11.6199 16.8550 0.071
H 14.9603 9.9601 16.2412 0.078
H 12.0860 11.4312 17.9253 0.079
H 10.9564 11.4293 16.5417 0.079
H 12.2413 12.5884 16.5333 0.039
H 11.2669 9.7745 15.3548 0.079
H 12.1110 8.8760 16.6739 0.125
H 13.1359 7.6031 15.2059 0.103
H 13.7404 9.0318 14.2829 0.112
H 12.1835 6.4180 12.5753 0.107
H 13.7519 7.0704 13.0638 0.135
H 11.8324 6.1704 10.4735 0.106
H 14.2815 8.2370 7.6197 0.075
H 16.8449 9.8814 9.8763 0.065
H 15.9149 10.5421 11.1741 0.073
H 16.7027 11.5921 9.9247 0.056
H 16.3314 9.4711 7.7296 0.086
H 16.0999 11.2176 7.3379 0.090
H 14.8202 10.0420 7.0194 0.046
H 13.3907 11.7441 10.1456 0.088
H 13.0641 11.5390 8.4764 0.059
H 14.4355 12.4566 8.8604 0.055
H 13.5756 4.6030 8.1759 0.077
H 14.2582 5.4961 6.7666 0.077
H 12.7598 4.4789 6.6253 0.061
H 11.2517 4.8203 8.6320 0.090
H 10.3551 5.4753 7.1790 0.086
H 10.4384 6.4218 8.6493 0.053
H 13.0051 7.5886 5.7953 0.079
H 11.4533 7.9771 6.7400 0.079
H 11.5330 6.5663 5.7349 0.053
H 10.2198 8.3587 14.7166 0.113
H 10.2668 6.9865 13.5553 0.109
H 9.2842 7.1452 11.5787 0.088
H 6.6517 10.4590 10.8914 0.096
H 8.3925 13.1769 11.1976 0.078
H 7.0792 14.0890 12.0537 0.074
H 6.7218 12.7877 10.8390 0.061
H 8.9443 13.1733 14.0603 0.074
H 7.8310 12.1322 14.9512 0.082
H 7.3308 13.7136 14.2257 0.056
H 5.3488 11.5310 12.1086 0.059
H 5.3802 12.9019 13.2432 0.072
H 5.6052 11.1446 13.8518 0.087
H 5.4635 7.5939 11.2460 0.088
H 5.3007 7.0551 9.5558 0.061
H 5.1484 8.7440 9.9097 0.066
H 7.6636 5.9789 10.6245 0.089
H 8.8929 6.6801 9.5321 0.061
H 7.3213 6.0982 8.9399 0.084
H 6.8555 9.7905 8.6691 0.083
H 7.0947 8.2355 7.7749 0.061
H 8.4693 9.0643 8.4950 0.072
O 15.1281 14.3321 15.5398 -0.643
Cl 13.9317 15.0177 16.1560 0.700
O 13.7984 16.4177 15.7431 -0.403
O 14.0300 14.7829 17.5876 -0.329
O 12.7434 14.2896 15.5978 -0.527
I 11.8370 17.1602 13.0875 0.663
C 10.7934 16.7523 15.0155 -1.057
I 10.3936 18.1524 16.6440 0.614
H 11.1542 15.8171 15.4742 -0.058
H 9.7444 16.6725 14.6665 -0.069
I 17.3881 14.2656 13.4154 0.218
I 17.6355 16.8953 12.1775 0.025
C 9.4590 12.9123 5.1973 -0.111
C 9.9040 13.9669 6.2321 -0.252
C 10.2064 13.4771 7.5692 -0.218
N 10.2827 13.3136 8.7257 0.169
H 9.2485 13.3588 4.1893 0.073
H 8.5234 12.3453 5.5299 0.098
H 10.2262 12.1451 5.0067 0.070
H 9.0947 14.7031 6.3491 0.116
H 10.7218 14.5804 5.9338 0.094
```

Its energy is -102723.40687 eV. As for the LUMO energy (alpha / beta): 0.52 / 0.51 eV. As for the HOMO energy (alpha / beta): -0.914 / -0.900 eV. The value obtained for the relative energy (zero: lowest compared OMol25 entry of this formula, charge and spin) is 47.12 kJ/mol. Its total charge is -2. The HOMO-LUMO gap (alpha / beta) is 1.435 / 1.407 eV.


Question: Which of these has the lowest total charge?
Answer: C38H61ClI4N3O6Rb